# 1
{"formula": "C27H74BCuN2O9", "method": "ωB97M-V/def2-TZVPD", "symbols": ["Cu", "B", "H", "H", "H", "H", "C", "O", "C", "C", "N", "C", "C", "O", "C", "H", "H", "H", "H", "H", "H", "H", "H", "H", "H", "H", "H", "H", "H", "H", "C", "O", "C", "C", "N", "C", "C", "O", "C", "H", "H", "H", "H", "H", "H", "H", "H", "H", "H", "H", "H", "H", "H", "H", "C", "C", "C", "O", "H", "H", "H", "H", "H", "H", "H", "H", "C", "C", "C", "O", "H", "H", "H", "H", "H", "H", "H", "H", "C", "C", "C", "O", "H", "H", "H", "H", "H", "H", "H", "H", "C", "C", "C", "O", "H", "H", "H", "H", "H", "H", "H", "H", "C", "C", "C", "O", "H", "H", "H", "H", "H", "H", "H", "H"], "positions_angstrom": [[-0.438, -2.036, 1.311], [1.096, -0.306, 0.660], [0.086, -0.372, 0.284], [1.689, 0.224, -0.069], [1.124, 0.248, 1.585], [1.466, -1.292, 0.892], [0.559, 0.352, -2.907], [-0.328, 0.153, -3.950], [-1.711, 0.521, -3.610], [-2.622, 0.354, -4.913], [-4.014, 0.590, -4.545], [-4.887, 0.739, -5.756], [-4.990, -0.443, -6.761], [-4.049, -0.415, -7.816], [-4.240, -1.467, -8.744], [0.186, -0.256, -2.082], [0.763, 1.406, -2.722], [1.460, -0.093, -3.330], [-1.791, 1.560, -3.291], [-1.923, -0.091, -2.733], [-2.474, -0.611, -5.398], [-2.223, 0.961, -5.726], [-4.074, 1.369, -3.905], [-4.569, 1.676, -6.212], [-5.850, 0.933, -5.283], [-5.967, -0.324, -7.228], [-5.051, -1.396, -6.237], [-3.441, -1.478, -9.486], [-5.164, -1.389, -9.318], [-4.137, -2.385, -8.166], [-3.011, -0.083, 1.005], [-2.665, -1.245, 1.774], [-3.459, -2.428, 1.822], [-3.361, -3.189, 0.484], [-1.975, -3.597, 0.161], [-1.683, -4.800, 0.841], [-0.149, -5.121, 0.748], [0.658, -4.012, 1.120], [1.970, -4.316, 1.605], [-4.052, 0.177, 1.198], [-2.787, -0.389, -0.017], [-2.455, 0.741, 1.453], [-4.481, -2.216, 2.137], [-3.051, -3.026, 2.636], [-3.681, -2.474, -0.274], [-4.005, -4.061, 0.368], [-1.883, -3.848, -0.813], [-2.234, -5.658, 0.458], [-1.967, -4.658, 1.884], [0.212, -5.277, -0.269], [0.072, -5.952, 1.417], [2.614, -3.450, 1.453], [2.515, -5.019, 0.975], [2.041, -4.696, 2.624], [3.936, 0.549, 3.866], [3.515, -0.914, 3.840], [3.795, -1.715, 5.118], [2.135, -1.047, 3.678], [5.022, 0.546, 3.962], [3.499, 1.103, 4.697], [3.683, 1.073, 2.945], [4.029, -1.394, 3.008], [4.860, -1.670, 5.344], [3.596, -2.776, 4.968], [3.306, -1.384, 6.034], [1.917, -0.630, 2.841], [2.296, 3.298, -0.445], [2.895, 3.047, 0.979], [3.403, 4.345, 1.546], [1.831, 2.576, 1.770], [1.568, 4.108, -0.407], [1.866, 2.402, -0.893], [3.017, 3.655, -1.180], [3.669, 2.284, 0.888], [4.058, 4.196, 2.404], [2.640, 5.094, 1.759], [4.071, 4.834, 0.838], [1.538, 1.772, 1.334], [-1.055, 2.648, -0.196], [-1.314, 3.995, 0.431], [-2.010, 4.991, -0.437], [-2.202, 3.739, 1.529], [-0.571, 1.984, 0.520], [-0.363, 2.848, -1.013], [-1.982, 2.191, -0.543], [-0.367, 4.330, 0.855], [-1.232, 5.411, -1.075], [-2.368, 5.919, 0.008], [-2.795, 4.504, -1.015], [-1.654, 3.486, 2.276], [5.581, -1.249, -1.451], [4.062, -1.350, -1.156], [3.455, -2.769, -1.298], [3.858, -0.855, 0.102], [5.720, -1.530, -2.495], [6.068, -1.938, -0.761], [6.006, -0.278, -1.198], [3.475, -0.703, -1.807], [3.637, -3.103, -2.320], [2.384, -2.813, -1.104], [3.948, -3.399, -0.558], [2.926, -0.627, 0.073], [0.531, 1.609, 5.175], [-0.550, 1.873, 4.083], [-2.002, 1.881, 4.613], [-0.326, 3.129, 3.548], [1.545, 1.755, 4.801], [0.457, 0.562, 5.470], [0.301, 2.223, 6.045], [-0.331, 1.175, 3.275], [-2.360, 0.876, 4.835], [-2.703, 2.288, 3.883], [-2.135, 2.490, 5.507], [0.552, 3.219, 3.168]], "spin_multiplicity": 2, "charge": 1, "e_homo_ev": [-10.60, -10.60], "s2": 0.7532, "gap_ev": [6.6, 2.6]}


# 2
{"formula": "C8H5GaN2O5", "method": "ωB97M-V/def2-TZVPD", "symbols": ["O", "C", "Ga", "O", "C", "C", "O", "C", "O", "C", "O", "H", "N", "C", "C", "N", "C", "H", "H", "H", "H"], "positions_angstrom": [[4.647, -0.285, 1.855], [4.345, 0.014, 0.796], [-0.463, -0.329, -0.619], [0.883, 0.110, 2.343], [0.366, -0.021, 1.312], [0.486, 2.543, -2.626], [0.303, 1.901, -3.577], [-0.200, -2.843, 0.024], [-0.051, -3.922, 0.409], [0.141, 1.741, -1.001], [0.308, 2.575, -0.137], [-0.755, -1.994, -0.912], [-4.422, 1.049, -0.198], [-4.687, -0.132, -0.901], [-3.470, -0.775, -1.002], [-2.488, 0.047, -0.418], [-3.103, 1.113, 0.111], [-5.104, 1.776, 0.051], [-5.651, -0.397, -1.271], [-3.224, -1.715, -1.463], [-2.638, 1.926, 0.670]], "spin_multiplicity": 1, "relative_energy_kcal_mol": 155.8, "charge": 2, "e_homo_ev": -16.76, "gap_ev": 6.8}


# 3
{"formula": "C3H11NO3S", "method": "ωB97M-V/def2-TZVPD", "symbols": ["C", "O", "C", "C", "S", "N", "H", "H", "H", "H", "H", "H", "H", "H", "H", "O", "H", "H", "O"], "positions_angstrom": [[-0.601, 0.263, -0.689], [-1.134, -0.882, -1.313], [0.695, -0.106, 0.102], [1.452, 1.233, 0.376], [1.125, 2.065, 1.955], [0.617, -0.985, 1.273], [-0.334, 0.954, -1.507], [-1.369, 0.616, 0.026], [1.332, -0.620, -0.629], [1.270, 1.920, -0.455], [2.537, 1.091, 0.336], [0.849, -0.355, 2.053], [-0.364, -1.081, 1.551], [-1.505, -3.221, 0.540], [-1.536, -1.781, -0.156], [-1.937, -2.372, 0.595], [-0.039, -0.098, -3.697], [-1.072, -0.788, -2.724], [-0.925, -0.479, -3.748]], "spin_multiplicity": 2, "relative_energy_kcal_mol": 8.2, "charge": -1, "e_homo_ev": [-4.56, -4.49], "s2": 0.7531, "gap_ev": [7.6, 5.2]}


# 4
{"formula": "C18H50N6O10S3", "method": "ωB97M-V/def2-TZVPD", "symbols": ["N", "H", "H", "H", "H", "N", "H", "H", "H", "H", "N", "H", "H", "H", "H", "N", "H", "H", "H", "H", "N", "H", "H", "H", "H", "N", "H", "H", "H", "H", "C", "C", "C", "O", "C", "C", "C", "O", "O", "O", "H", "H", "C", "C", "C", "S", "O", "O", "C", "H", "H", "H", "H", "H", "H", "H", "H", "C", "C", "C", "S", "O", "O", "C", "H", "H", "H", "H", "H", "H", "H", "H", "C", "C", "C", "S", "O", "O", "C", "H", "H", "H", "H", "H", "H", "H", "H"], "positions_angstrom": [[4.378, 29.367, -23.320], [5.003, 30.134, -23.566], [4.218, 29.045, -22.356], [4.764, 28.622, -23.946], [3.437, 29.560, -23.648], [-2.444, 27.104, -22.263], [-2.695, 26.162, -22.584], [-1.780, 26.960, -21.480], [-3.373, 27.427, -21.985], [-2.073, 27.693, -22.999], [-0.367, 31.032, -17.115], [-0.214, 31.482, -18.015], [0.288, 31.462, -16.460], [-0.184, 30.012, -17.180], [-1.331, 31.238, -16.852], [1.858, 27.402, -25.602], [0.897, 27.735, -25.592], [1.946, 26.923, -24.686], [2.435, 28.236, -25.532], [2.197, 26.672, -26.232], [4.014, 31.493, -19.576], [4.796, 31.535, -20.232], [4.304, 31.885, -18.680], [3.666, 30.523, -19.591], [3.250, 32.057, -19.946], [-2.814, 27.380, -17.625], [-3.619, 27.852, -18.030], [-2.211, 27.913, -17.000], [-2.310, 26.900, -18.391], [-3.156, 26.754, -16.886], [1.700, 28.623, -19.365], [2.429, 28.098, -20.417], [1.884, 27.015, -21.331], [2.590, 26.542, -22.279], [0.609, 26.511, -21.117], [-0.213, 26.893, -19.999], [0.406, 28.034, -19.025], [-0.211, 28.343, -17.983], [-1.313, 26.315, -19.797], [3.616, 28.568, -20.578], [1.953, 29.473, -18.749], [0.243, 25.859, -21.901], [6.608, 23.941, -22.348], [5.728, 23.243, -23.403], [4.941, 24.265, -24.144], [5.906, 25.840, -24.116], [5.007, 27.008, -24.239], [6.929, 25.657, -25.116], [6.546, 25.455, -22.381], [7.618, 23.556, -22.484], [6.318, 23.561, -21.367], [5.138, 22.422, -23.000], [6.396, 22.754, -24.114], [4.154, 24.718, -23.523], [4.552, 24.060, -25.138], [5.706, 25.663, -21.715], [7.465, 25.971, -22.121], [3.852, 22.569, -19.117], [2.954, 23.541, -19.913], [2.210, 22.880, -21.051], [2.256, 21.117, -20.848], [3.218, 20.633, -21.782], [0.965, 20.529, -20.540], [3.167, 21.220, -19.247], [4.068, 22.920, -18.107], [4.893, 22.459, -19.434], [3.591, 24.332, -20.329], [2.281, 24.250, -19.421], [2.686, 23.213, -21.972], [1.166, 23.193, -21.031], [3.821, 20.354, -19.348], [2.543, 21.133, -18.358], [-0.054, 25.124, -16.317], [0.036, 23.672, -15.871], [1.455, 23.337, -15.333], [2.367, 24.936, -15.277], [3.174, 25.044, -16.470], [2.939, 25.190, -13.983], [0.906, 25.992, -15.474], [-1.018, 25.640, -16.240], [0.187, 25.317, -17.368], [0.006, 23.255, -16.883], [-0.876, 23.296, -15.417], [2.015, 22.636, -15.946], [1.218, 22.888, -14.369], [1.154, 26.955, -15.910], [0.462, 25.997, -14.478]], "spin_multiplicity": 1, "charge": 4, "e_homo_ev": -16.91, "gap_ev": 6.1}


# 5
{"formula": "C18H13N2O6PdS", "method": "ωB97M-V/def2-TZVPD", "symbols": ["Pd", "O", "C", "O", "C", "O", "O", "C", "C", "C", "C", "C", "C", "C", "S", "O", "O", "N", "C", "C", "C", "C", "C", "C", "C", "C", "N", "C", "H", "H", "H", "H", "H", "H", "H", "H", "H", "H", "H", "H", "H"], "positions_angstrom": [[2.013, 0.391, -1.116], [1.776, -3.632, -2.186], [2.313, -2.573, -1.860], [2.300, -1.441, -2.452], [2.985, -1.302, 0.291], [3.232, -2.090, 1.483], [3.690, -0.199, 0.010], [-2.585, 4.468, 2.520], [-1.969, 3.726, 1.364], [-2.700, 3.512, 0.200], [-2.140, 2.835, -0.872], [-0.838, 2.368, -0.786], [-0.096, 2.562, 0.370], [-0.663, 3.247, 1.431], [-0.197, 1.448, -2.182], [-1.150, 1.597, -3.247], [1.147, 1.986, -2.474], [0.079, -0.026, -1.702], [-0.470, -0.983, -0.844], [-1.773, -1.441, -0.795], [-2.035, -2.617, -0.070], [-1.030, -3.358, 0.505], [0.325, -2.922, 0.487], [1.405, -3.693, 0.920], [2.839, -3.302, 0.740], [3.151, -2.543, -0.565], [1.604, -0.840, 0.259], [0.520, -1.616, -0.043], [-3.662, 4.556, 2.385], [-2.170, 5.475, 2.594], [-2.392, 3.960, 3.466], [-3.717, 3.881, 0.131], [-2.687, 2.660, -1.788], [0.918, 2.180, 0.440], [-0.081, 3.414, 2.330], [-2.551, -0.952, -1.368], [-3.055, -2.979, -0.029], [-1.255, -4.311, 0.968], [1.211, -4.677, 1.330], [3.504, -4.126, 0.996], [4.200, -2.643, -0.839]], "spin_multiplicity": 3, "relative_energy_kcal_mol": 0.0, "charge": -1, "e_homo_ev": [-4.05, -4.93], "s2": 2.0578, "gap_ev": [6.6, 6.1]}


# 6
{"formula": "C4H6N2", "method": "ωB97M-V/def2-TZVPD", "symbols": ["N", "C", "C", "C", "C", "N", "H", "H", "H", "H", "H", "H"], "positions_angstrom": [[-1.886, -1.345, 0.691], [-0.819, -0.880, 0.990], [0.468, -0.355, 0.892], [0.162, -0.599, -0.834], [0.170, 0.952, -0.805], [0.675, 1.032, 0.577], [1.256, -0.908, 1.402], [1.142, -0.968, -1.171], [-1.485, -1.368, -0.375], [-0.839, 1.377, -0.922], [0.835, 1.456, -1.516], [0.242, 1.710, 1.197]], "spin_multiplicity": 1, "relative_energy_kcal_mol": 146.0, "e_homo_ev": -7.92, "gap_ev": 8.3}


# 7
{"formula": "C2H6FNO", "method": "ωB97M-V/def2-TZVPD", "symbols": ["C", "C", "N", "O", "F", "H", "H", "H", "H", "H", "H"], "positions_angstrom": [[1.053, 0.068, -0.950], [-0.675, 0.803, 0.203], [-1.216, -0.332, 0.676], [1.015, -1.225, -0.822], [-1.385, 1.456, -0.858], [0.684, 0.383, -1.868], [1.873, 0.693, -0.605], [-0.434, 1.625, 0.919], [-1.609, -0.503, 1.656], [-1.695, -1.039, 0.009], [0.404, -1.472, 0.023]], "spin_multiplicity": 1, "relative_energy_kcal_mol": 72.0, "e_homo_ev": -8.19, "gap_ev": 8.9}


# 8
{"formula": "C5H13NO2", "method": "ωB97M-V/def2-TZVPD", "symbols": ["C", "C", "O", "N", "C", "C", "C", "H", "H", "H", "H", "H", "H", "H", "H", "H", "H", "H", "O", "H", "H"], "positions_angstrom": [[-0.442, 2.240, 1.178], [-0.907, 0.869, 0.853], [-1.996, 0.334, 0.953], [0.146, 0.166, 0.382], [-0.082, -1.221, 0.003], [0.442, -2.182, 1.018], [0.657, -1.359, -1.388], [0.515, 2.669, 0.855], [-1.134, 3.004, 0.757], [-0.474, 2.256, 2.307], [1.129, 0.489, 0.404], [-1.086, -1.490, -0.203], [0.760, -3.109, 0.581], [1.587, -1.888, 1.362], [-0.227, -2.564, 1.933], [-0.011, -0.623, -1.882], [0.863, -2.501, -1.742], [1.608, -0.908, -1.441], [-0.415, 2.314, -1.831], [-0.030, 1.446, -1.555], [-0.904, 2.058, -2.543]], "spin_multiplicity": 1, "relative_energy_kcal_mol": 52.5, "e_homo_ev": -9.77, "smiles": "CC(=O)NC(C)C.O", "gap_ev": 10.4}


Q: Which E values were calculated for the entries above? A: -95907.84608, -73947.15277, -21756.72789, -81356.15535, -48454.41796, -7219.26110, -8423.31261, -10979.60416, in eV.